# 1
Entry from OMol25: a molecular structure, C18H30FHgN12OS (ωB97M-V/def2-TZVPD).

Last column: Löwdin spin population.
Atoms and positions in Å:
Hg  -0.67  0.21  -0.80  0.361
N  -3.53  -1.05  2.01  0.000
C  -3.42  0.33  1.83  0.002
N  -4.29  1.13  2.44  0.000
N  -3.90  2.36  2.06  0.001
N  -2.87  2.29  1.28  0.000
N  -2.52  0.99  1.11  0.010
C  -2.74  -2.10  1.59  0.003
N  -3.04  -3.35  1.95  0.001
N  -2.08  -4.09  1.37  0.002
N  -1.27  -3.33  0.70  0.001
N  -1.66  -2.04  0.82  0.042
H  -4.30  -1.32  2.60  0.000
N  2.10  1.98  -0.39  0.069
C  0.84  2.03  -0.34  0.301
H  2.42  1.05  -0.68  0.018
F  3.25  7.83  0.58  0.001
C  2.46  6.72  0.47  0.004
C  1.84  6.47  -0.73  0.000
C  1.03  5.34  -0.83  0.005
C  0.84  4.48  0.25  0.013
C  0.03  3.22  0.11  0.041
C  1.50  4.77  1.44  0.005
C  2.32  5.90  1.56  0.000
H  1.98  7.14  -1.57  0.000
H  0.53  5.12  -1.76  0.001
H  -0.80  3.35  -0.58  0.000
H  -0.45  2.94  1.05  0.000
H  1.38  4.11  2.29  0.001
H  2.83  6.13  2.49  0.000
C  0.58  -5.18  -1.43  0.000
C  1.77  -4.24  -1.32  0.004
S  1.30  -2.49  -1.28  0.042
O  2.61  -1.76  -1.12  0.005
C  0.80  -2.34  -3.04  0.027
C  1.79  -1.49  -3.81  0.004
H  0.86  -6.19  -1.13  0.000
H  0.20  -5.23  -2.46  0.000
H  -0.24  -4.84  -0.79  0.000
H  2.50  -4.34  -2.12  0.001
H  2.28  -4.37  -0.37  0.000
H  -0.18  -1.86  -3.01  0.032
H  0.70  -3.34  -3.46  0.001
H  1.88  -0.50  -3.36  0.002
H  1.46  -1.38  -4.84  0.000
H  2.79  -1.94  -3.81  0.000
C  1.70  -1.82  4.00  0.000
C  2.44  -0.61  3.46  0.000
C  2.93  0.26  4.62  0.000
C  3.64  -1.05  2.62  0.000
N  1.50  0.22  2.70  0.000
N  0.86  -0.41  1.61  -0.003
H  2.34  -2.37  4.70  0.000
H  1.40  -2.50  3.20  0.000
H  0.79  -1.51  4.53  0.000
H  3.62  -0.29  5.26  0.000
H  2.07  0.60  5.21  0.000
H  3.45  1.15  4.24  0.000
H  4.30  -1.71  3.19  0.000
H  4.22  -0.18  2.29  0.000
H  3.32  -1.59  1.72  0.000
H  1.98  1.03  2.32  0.000
H  0.02  -0.90  1.89  0.000
H  1.47  -1.05  1.11  0.001

## Properties
Kohn-Sham gap (spin up / spin down), eV: 4.71 / 5.82
Lowest unoccupied orbital energy (spin up / spin down), eV: 4.2049 / 4.2003
E, eV: -56806.1805
HOMO (spin up / spin down), eV: -0.50 / -1.62
Maximum force, eV/Å: 0.81
Charge: -2
Spin multiplicity: 2

# 2
Entry from OMol25: CH5INP in the gas phase in a non-equilibrium geometry (ωB97M-V/def2-TZVPD).

Last column: Löwdin charge in e.
Atoms and positions in Å:
C  -1.13  0.92  -0.20  -0.291
N  -0.46  -0.27  -0.52  -0.438
P  0.83  -0.90  0.03  0.368
I  3.28  -0.14  -0.05  0.185
H  -1.08  1.84  -0.96  0.099
H  -2.36  0.55  -0.20  0.131
H  -0.93  1.25  0.82  0.040
H  0.86  -2.21  -0.40  -0.043
H  1.00  -1.03  1.49  -0.050

## Properties
Kohn-Sham gap (spin up / spin down), eV: 8.64 / 8.64
Lowest unoccupied orbital energy (spin up / spin down), eV: -0.4661 / -0.4662
E, eV: -19995.9358
HOMO (spin up / spin down), eV: -9.10 / -9.10
SMILES: CN=[PH2]I
ΔE to the lowest compared entry with this formula, charge and spin, kJ/mol: 240.4
Maximum force, eV/Å: 4.16
Spin multiplicity: 1